Entry from the OMol25 dataset: 2 unconnected molecules or ions with the total composition C2H4BrCl3Si at a distorted geometry (the ωB97M-V functional and the def2-TZVPD basis).

Output
* molar mass: 242.40 g mol⁻¹
* max |F|: 0.065 Eh/bohr
* ΔE to the lowest compared entry with this formula, charge and spin: 299.9 kJ/mol
* gap between HOMO and LUMO (spin up / spin down): 8.57 / 8.68 eV

The geometry in ORCA input format:
```
! wB97M-V def2-TZVPD RIJCOSX def2/J DEFGRID3
* xyz 0 1
C -1.41560 -0.16225 0.53937
C -0.24023 -0.50939 -0.29361
Si 1.31660 0.52278 -0.12467
Cl 0.85425 2.44685 -0.45077
Cl 2.67625 -0.15420 -1.46079
Cl 2.14149 0.39182 1.73155
Br 0.06377 -2.44934 -0.15341
H -2.25267 -0.94396 0.62476
H -1.07313 0.06552 1.58399
H -1.76630 0.93073 0.27361
H -0.30443 -0.13856 -2.27003
*
```